(1)
ORCA calculation (ωB97M-V/def2-TZVPD) on 26 unconnected molecules or ions with the total composition C32H43Cl76O6P2S in a non-equilibrium geometry.

Geometry as XYZ:
```
160
Properties=species:S:1:pos:R:3:lowdin_charge:R:1
O 1.30 -2.09 0.11 -0.3217
P -0.10 -1.90 0.66 0.4670
O 0.11 -1.49 2.28 -0.2756
O -0.77 -0.61 -0.15 -0.1711
P -1.10 -3.80 0.31 1.0338
C -0.73 -5.08 1.61 -0.3467
C -0.90 -4.55 3.07 -0.2194
C -2.31 -4.00 3.36 -0.2623
O -2.51 -2.67 2.91 -0.1358
C -2.95 -3.72 0.11 -0.3214
C -3.51 -2.47 -0.66 -0.2868
C -3.23 -2.48 -2.21 -0.2555
C -4.33 -1.54 -2.84 -0.2627
S -3.53 -0.38 -4.00 0.4333
O -4.56 0.37 -4.78 -0.3663
O -2.66 -1.17 -4.90 -0.3490
Cl -2.44 0.95 -2.82 0.3575
H -0.58 -0.88 2.57 0.0018
H -1.15 -0.04 0.54 0.0781
H -0.57 -4.30 -0.94 -0.0416
H -1.33 -5.99 1.43 0.1175
H 0.35 -5.37 1.48 -0.0397
H -0.07 -3.85 3.32 0.1086
H -0.74 -5.42 3.74 0.1243
H -2.59 -4.07 4.44 0.1051
H -3.05 -4.68 2.84 0.1172
H -3.38 -2.34 3.16 0.1004
H -3.23 -4.63 -0.49 0.0971
H -3.51 -3.80 1.06 0.0727
H -3.25 -1.50 -0.19 0.1057
H -4.63 -2.55 -0.58 0.0202
H -2.20 -2.15 -2.45 0.0374
H -3.45 -3.50 -2.62 0.0973
H -5.10 -2.09 -3.41 0.0726
H -4.85 -0.97 -2.04 0.0929
C -7.10 -4.12 -2.52 -1.5085
Cl -6.18 -4.17 -1.00 0.6130
Cl -6.08 -4.66 -3.86 0.5562
Cl -8.56 -5.11 -2.39 0.5722
H -7.40 -3.10 -2.71 0.0206
C -5.61 3.02 -3.15 -1.5077
Cl -4.52 4.38 -2.85 0.5356
Cl -5.86 2.09 -1.66 0.4988
Cl -7.16 3.59 -3.80 0.5635
H -5.15 2.37 -3.88 -0.0290
C -6.84 7.22 -2.60 -1.5408
Cl -5.71 8.55 -2.32 0.4960
Cl -7.15 6.34 -1.10 0.4789
Cl -8.35 7.82 -3.29 0.5261
H -6.39 6.53 -3.31 -0.0401
C -8.27 3.16 1.74 -1.5726
Cl -7.03 1.94 2.06 0.5083
Cl -8.64 3.23 0.01 0.5002
Cl -9.72 2.86 2.68 0.4936
H -7.87 4.13 2.03 -0.0553
C 1.08 -3.73 -4.06 -1.4599
Cl 2.22 -5.01 -3.62 0.5523
Cl 0.70 -3.80 -5.78 0.5870
Cl -0.41 -3.87 -3.10 0.6024
H 1.54 -2.78 -3.84 0.0279
C 3.21 -2.43 -8.37 -1.5434
Cl 2.91 -4.16 -8.59 0.5187
Cl 4.83 -2.16 -7.71 0.5222
Cl 3.01 -1.57 -9.90 0.5597
H 2.49 -2.05 -7.66 -0.0108
C 2.39 -7.66 3.31 -1.4959
Cl 0.94 -8.65 3.55 0.5421
Cl 1.99 -6.21 2.37 0.6156
Cl 3.10 -7.22 4.86 0.5334
H 3.11 -8.24 2.75 0.0230
C 7.16 -2.91 -4.18 -1.5242
Cl 7.81 -3.24 -2.57 0.5077
Cl 8.21 -3.61 -5.42 0.5058
Cl 5.52 -3.54 -4.32 0.4902
H 7.13 -1.84 -4.32 0.0176
C 5.14 -2.24 -12.88 -1.5648
Cl 4.83 -3.97 -13.08 0.5181
Cl 6.75 -1.96 -12.21 0.5170
Cl 4.94 -1.38 -14.41 0.5235
H 4.41 -1.85 -12.18 -0.0587
C 12.31 -4.15 -4.93 -1.5229
Cl 13.47 -5.41 -4.50 0.5310
Cl 11.94 -4.21 -6.66 0.5270
Cl 10.83 -4.30 -3.98 0.4584
H 12.76 -3.19 -4.71 0.0168
C -9.10 5.98 5.68 -1.5212
Cl -8.20 5.93 7.20 0.5288
Cl -8.05 5.50 4.33 0.5185
Cl -10.52 4.94 5.77 0.5305
H -9.43 7.00 5.51 0.0190
C 10.29 -4.20 0.86 -1.4989
Cl 10.73 -3.90 -0.82 0.4999
Cl 9.90 -2.67 1.68 0.5047
Cl 8.93 -5.33 0.95 0.5085
H 11.14 -4.64 1.37 0.0242
C 10.57 0.54 3.44 -1.5535
Cl 8.99 0.20 4.16 0.4934
Cl 10.75 2.27 3.11 0.5332
Cl 11.87 -0.03 4.50 0.5269
H 10.64 0.00 2.50 -0.0258
C 0.47 3.43 -3.90 -1.5443
Cl 1.07 1.88 -3.28 0.5169
Cl -1.24 3.63 -3.52 0.4794
Cl 1.41 4.77 -3.23 0.5409
H 0.58 3.44 -4.97 -0.0593
C 7.53 -5.52 4.64 -1.5128
Cl 8.36 -4.22 3.77 0.4639
Cl 6.09 -6.04 3.75 0.4967
Cl 8.62 -6.88 4.92 0.5399
H 7.21 -5.13 5.61 0.0110
C 9.20 -1.00 7.97 -1.5376
Cl 10.94 -1.25 8.16 0.5301
Cl 8.56 -2.00 6.66 0.4838
Cl 8.35 -1.34 9.49 0.5276
H 9.03 0.04 7.72 0.0143
C 3.60 0.40 2.40 -1.5306
Cl 4.83 1.66 2.55 0.5398
Cl 3.28 -0.36 3.97 0.5187
Cl 2.10 1.06 1.73 0.5357
H 3.97 -0.36 1.72 0.0183
C 2.34 6.44 -6.50 -1.5416
Cl 1.62 8.05 -6.45 0.5367
Cl 1.08 5.21 -6.67 0.5500
Cl 3.51 6.32 -7.81 0.5364
H 2.86 6.27 -5.56 -0.0046
C -5.38 11.46 0.28 -1.5700
Cl -4.51 11.34 1.81 0.5232
Cl -4.32 11.01 -1.07 0.4812
Cl -6.82 10.43 0.30 0.5177
H -5.70 12.48 0.14 -0.0612
C -1.42 -0.67 6.39 -1.4902
Cl -2.11 0.96 6.33 0.5291
Cl -2.71 -1.88 6.49 0.5514
Cl -0.39 -0.94 4.97 0.5990
H -0.81 -0.75 7.28 0.0222
C -1.78 -6.38 -6.40 -1.5683
Cl -0.57 -7.60 -5.99 0.5222
Cl -2.13 -6.42 -8.13 0.5429
Cl -3.25 -6.62 -5.46 0.5005
H -1.37 -5.40 -6.16 -0.0605
C 6.07 -2.42 12.42 -1.5631
Cl 6.29 -4.16 12.21 0.5189
Cl 4.72 -1.83 11.44 0.5062
Cl 5.82 -2.02 14.13 0.5297
H 6.97 -1.92 12.09 -0.0207
C -11.31 6.11 0.70 -1.4959
Cl -10.07 5.83 1.94 0.4932
Cl -10.55 6.51 -0.84 0.5049
Cl -12.36 4.70 0.53 0.5301
H -11.91 6.96 1.02 0.0179
C -4.32 15.93 0.02 -1.5183
Cl -4.07 14.20 -0.28 0.5613
Cl -5.66 16.54 -0.95 0.5325
Cl -4.61 16.22 1.74 0.5314
H -3.42 16.45 -0.27 0.0150
C -4.33 3.66 8.84 -1.5422
Cl -3.03 3.39 10.00 0.5262
Cl -3.68 3.86 7.21 0.4949
Cl -5.50 2.33 8.88 0.5190
H -4.85 4.57 9.11 0.0121
```

Summary:
HOMO-LUMO gap = 8.8 eV
total charge = +1
HOMO level = -11.87 eV



(2)
ORCA calculation (ωB97M-V/def2-TZVPD) on 10 unconnected molecules or ions with the total composition C30H55B5F20N10 in a non-equilibrium geometry.

Geometry as XYZ:
```
120
Properties=species:S:1:pos:R:3:lowdin_charge:R:1
C -7.70 -11.51 6.82 -0.0618
C -7.99 -12.36 8.08 -0.1202
N -8.03 -13.81 7.70 -0.0342
C -6.97 -14.68 7.55 -0.0035
C -7.48 -15.89 7.07 0.0094
N -8.89 -15.81 7.07 -0.1152
C -9.21 -14.50 7.42 0.0969
C -9.73 -16.90 6.81 -0.0168
H -8.45 -11.68 6.05 0.0887
H -6.76 -11.79 6.35 0.0635
H -7.52 -10.46 7.03 0.0607
H -8.91 -12.05 8.58 0.1233
H -7.27 -12.23 8.89 0.1132
H -5.97 -14.31 7.73 0.1283
H -6.98 -16.81 6.81 0.1265
H -10.24 -14.16 7.39 0.1722
H -9.37 -17.75 7.38 0.1129
H -9.63 -17.04 5.73 0.1087
H -10.79 -16.67 6.96 0.1164
C -7.31 -9.93 14.72 -0.0624
C -8.86 -10.22 15.12 -0.0972
N -9.83 -9.35 14.41 -0.0467
C -10.30 -8.09 14.86 -0.0244
C -11.23 -7.65 13.94 -0.0192
N -11.31 -8.57 12.92 -0.0815
C -10.52 -9.72 13.25 0.1509
C -12.06 -8.46 11.73 0.0008
H -6.78 -9.24 15.37 0.0615
H -7.09 -9.82 13.66 0.0570
H -6.78 -10.86 14.95 0.0565
H -8.94 -10.21 16.20 0.1258
H -9.00 -11.20 14.65 0.1208
H -10.06 -7.66 15.82 0.1263
H -11.83 -6.77 13.77 0.1321
H -10.34 -10.66 12.74 0.1720
H -12.61 -9.41 11.68 0.1200
H -11.37 -8.33 10.90 0.0780
H -12.92 -7.78 11.75 0.1139
C -4.64 -12.29 12.69 -0.0562
C -3.49 -11.37 12.29 -0.1576
N -3.92 -10.40 11.22 -0.0517
C -4.35 -9.10 11.40 -0.0115
C -4.76 -8.58 10.18 0.0269
N -4.39 -9.53 9.23 -0.0324
C -3.99 -10.67 9.86 0.0069
C -4.58 -9.33 7.72 0.0590
H -4.27 -12.71 13.62 0.0821
H -4.55 -13.14 12.01 0.0774
H -5.66 -11.91 12.77 0.0773
H -2.61 -11.86 11.87 0.1239
H -3.03 -10.83 13.11 0.1217
H -4.51 -8.62 12.36 0.1266
H -5.23 -7.66 9.87 0.1112
H -3.81 -11.63 9.40 0.1579
H -5.27 -10.07 7.32 0.0712
H -3.69 -9.28 7.09 0.1038
H -5.08 -8.38 7.51 0.0894
C -7.55 -5.94 13.84 -0.0648
C -7.20 -5.13 12.62 -0.1910
N -8.37 -4.58 12.00 -0.0010
C -9.11 -3.43 12.33 -0.0004
C -10.10 -3.15 11.37 0.0043
N -9.93 -4.14 10.41 -0.0897
C -8.80 -4.84 10.68 0.0803
C -10.79 -4.25 9.25 0.0118
H -6.60 -6.01 14.36 0.0794
H -7.79 -6.99 13.65 0.0555
H -8.25 -5.39 14.46 0.0796
H -6.74 -5.80 11.89 0.1247
H -6.40 -4.41 12.81 0.1382
H -8.92 -2.82 13.20 0.1266
H -10.91 -2.44 11.30 0.1281
H -8.44 -5.66 10.07 0.1474
H -11.39 -5.16 9.29 0.0907
H -10.12 -4.34 8.39 0.1003
H -11.50 -3.43 9.19 0.1028
C -12.44 -8.52 8.26 -0.0332
C -12.06 -8.66 6.76 -0.1499
N -11.09 -7.70 6.39 -0.0447
C -11.26 -6.47 5.82 -0.0504
C -10.09 -5.83 5.70 -0.0447
N -9.04 -6.68 6.03 -0.0107
C -9.76 -7.81 6.50 0.0443
C -7.58 -6.45 6.07 0.0486
H -12.39 -7.45 8.46 0.0617
H -11.68 -9.04 8.85 0.0572
H -13.39 -8.91 8.63 0.0880
H -12.87 -8.60 6.03 0.1332
H -11.74 -9.70 6.64 0.1375
H -12.23 -6.07 5.55 0.1366
H -9.95 -4.84 5.29 0.1333
H -9.30 -8.63 7.04 0.1501
H -7.28 -5.40 6.08 0.1018
H -7.10 -7.00 5.26 0.1018
H -7.27 -6.91 7.01 0.0821
B -13.99 -11.97 10.25 -1.5835
F -13.76 -12.11 11.58 0.1459
F -14.84 -10.98 9.92 0.1470
F -12.80 -11.78 9.62 0.1229
F -14.40 -13.17 9.91 0.1885
B -6.50 -10.24 3.99 -1.3335
F -6.24 -11.56 4.10 0.1566
F -7.75 -10.02 4.50 0.1182
F -5.59 -9.29 4.56 0.0507
F -6.56 -9.86 2.62 0.0591
B -11.21 -14.14 12.28 -1.6498
F -10.43 -13.65 11.36 0.1818
F -10.65 -15.33 12.65 0.1081
F -11.35 -13.39 13.32 0.2172
F -12.42 -14.37 11.70 0.1575
B -8.77 -8.34 9.79 -1.5006
F -9.38 -9.55 9.85 0.1703
F -9.52 -7.39 9.19 0.1519
F -8.33 -7.86 11.02 0.1344
F -7.73 -8.52 8.93 0.1438
B -5.07 -4.30 8.84 -1.4251
F -3.99 -3.89 8.16 0.1777
F -5.04 -5.70 8.93 0.0735
F -5.14 -3.78 10.11 0.1245
F -6.26 -4.06 8.20 0.1182
```

Summary:
HOMO-LUMO gap = 7.8 eV
relative energy (zero: lowest compared OMol25 entry of this formula, charge and spin) = 0.0 kcal/mol
total charge = 0
HOMO level = -8.45 eV